# 1
This record from OMol25 describes the molecule C4H4N2O. The level of theory is ωB97M-V/def2-TZVPD.

Results
Gap between HOMO and LUMO, eV: 9.7
Calculated total energy, Eh: -339.57471
Energy above the lowest of the compared OMol25 structures with the same formula, charge and spin, kcal/mol: 4.4
Multiplicity: 1
SMILES string: O=c1cc[nH]cn1
HOMO energy, eV: -9.328

Positions of all 11 atoms, in Å:
O (-0.93, 2.12, -1.43)
C (-0.46, 1.14, -0.89)
C (-1.25, 0.25, -0.02)
C (-0.63, -0.66, 0.75)
N (0.73, -0.82, 0.64)
C (1.41, -0.12, -0.32)
N (0.89, 0.78, -1.08)
H (-2.33, 0.40, 0.03)
H (-1.14, -1.31, 1.46)
H (1.24, -1.40, 1.29)
H (2.46, -0.38, -0.43)

# 2
This record from OMol25 describes the molecule C2H5NOS at a distorted geometry. The level of theory is ωB97M-V/def2-TZVPD.

Results
Gap between HOMO and LUMO, eV: 8.9
Calculated total energy, Eh: -607.28577
Energy above the lowest of the compared OMol25 structures with the same formula, charge and spin, kcal/mol: 76.0
Multiplicity: 1
SMILES string: CO/C=N\S
HOMO energy, eV: -8.206

Positions of all 10 atoms, in Å:
C (-1.56, -0.27, 0.08)
O (-0.15, -0.37, 0.00)
C (0.46, 0.67, 0.00)
N (1.74, 0.87, 0.08)
S (3.09, -0.24, 0.08)
H (-1.92, -1.29, 0.22)
H (-2.07, 0.28, -0.82)
H (-1.84, 0.26, 1.14)
H (-0.28, 1.52, -0.29)
H (2.52, -1.43, -0.48)

> Which of these has the highest calculated total energy?

C4H4N2O